C15H18N2OS | ωB97M-V with the def2-TZVPD basis set

Results
HOMO = -8.09 eV
SMILES string = Cc1ccc(OCCCSc2ncccn2)cc1C
energy above the lowest of the compared OMol25 structures with the same formula, charge and spin = 26.27 kcal/mol
calculated total energy = -1165.32433 hartree
lowest unoccupied orbital energy = 0.73 eV
M = 274.39 g/mol

```
37
Properties=species:S:1:pos:R:3:forces:R:3:nbo_charge:R:1
C 0.2394 -5.2131 -1.9370 0.0 0.0 0.1 -0.624
C -0.1888 -3.9038 -1.3469 0.0 0.1 -0.2 -0.082
C -0.3187 -2.7801 -2.1448 0.0 -0.2 0.1 -0.172
C -0.7091 -1.5539 -1.6316 -0.1 0.4 0.1 -0.321
C -0.9834 -1.4381 -0.2761 0.0 -0.1 0.0 0.308
O -1.3958 -0.3046 0.3663 0.0 -0.4 0.1 -0.494
C -1.4397 0.9161 -0.3343 0.2 0.4 -0.2 -0.066
C -0.0470 1.5187 -0.5426 -0.3 -0.2 0.1 -0.447
C -0.1002 2.8638 -1.2451 -0.1 0.2 0.4 -0.518
S -1.0072 4.1313 -0.2880 -0.3 -0.1 -0.4 0.277
C 0.1675 4.5250 0.9348 0.3 -0.1 0.0 0.249
N 1.3503 3.9234 0.8922 0.0 -0.1 -0.2 -0.500
C 2.2172 4.2544 1.8330 0.1 0.2 0.4 0.093
C 1.9217 5.1811 2.8212 -0.1 0.0 -0.1 -0.332
C 0.6523 5.7462 2.7643 0.4 -0.1 0.1 0.093
N -0.2211 5.4243 1.8313 -0.5 0.1 -0.2 -0.463
C -0.8574 -2.5669 0.5329 0.0 0.2 -0.1 -0.272
C -0.4669 -3.7896 0.0202 0.0 0.2 0.0 0.090
C -0.3429 -4.9775 0.9248 0.0 0.0 0.0 -0.649
H 1.1591 -5.5643 -1.4697 0.1 -0.1 0.0 0.213
H -0.5236 -5.9747 -1.7782 0.0 -0.1 0.0 0.213
H 0.4113 -5.1147 -3.0058 0.0 0.0 -0.1 0.215
H -0.1090 -2.8557 -3.2027 0.0 0.0 -0.1 0.204
H -0.7985 -0.7138 -2.3024 0.0 0.1 0.0 0.213
H -1.9595 0.8030 -1.2947 0.0 0.0 0.1 0.165
H -2.0355 1.5799 0.2989 0.1 -0.1 -0.2 0.205
H 0.4385 1.6323 0.4279 0.0 -0.1 -0.1 0.229
H 0.5629 0.8370 -1.1401 0.0 0.0 0.0 0.216
H -0.6349 2.7973 -2.1921 0.0 0.1 -0.1 0.222
H 0.9027 3.2534 -1.4080 -0.1 -0.1 -0.1 0.249
H 3.1747 3.7513 1.7807 0.1 0.0 0.1 0.198
H 2.6316 5.4452 3.5863 0.1 0.0 0.1 0.228
H 0.3179 6.4802 3.4861 0.1 0.0 0.1 0.199
H -1.0789 -2.4584 1.5837 0.0 0.0 0.1 0.214
H 0.6743 -5.3675 0.9077 0.1 -0.1 0.0 0.216
H -1.0085 -5.7767 0.6004 0.0 -0.1 0.0 0.216
H -0.5949 -4.7102 1.9474 0.0 0.0 0.1 0.216
```
Forces are in eV/Å.